[1]
Formula: C29H45DyIN3O3S
Source: the Open Molecules 2025 dataset
Level of theory: ωB97M-V with the def2-TZVPD basis set

Results
HOMO energy (alpha / beta): -7.37 / -7.37 eV
total charge: 0
<S²>: 9.339
2S+1: 6
Kohn-Sham gap (alpha / beta): 7.7 / 7.7 eV

CARTESIAN COORDINATES (ANGSTROEM)
1 Dy 0.6151 -0.1522 -0.5980
2 C 1.0881 -1.4846 1.7719
3 C -0.2096 -0.9356 1.9407
4 C -0.0477 0.4945 1.9434
5 C 1.3455 0.7393 1.7891
6 C 2.0533 -0.4664 1.7082
7 C 3.5653 -0.6061 1.7796
8 C 4.0118 -0.0282 3.1308
9 C 3.9999 -2.0667 1.7083
10 C 4.2458 0.1772 0.6542
11 C -1.0101 1.6662 2.2196
12 C -1.6234 1.5339 3.6208
13 C -0.2351 2.9957 2.2201
14 C -2.1173 1.8432 1.1733
15 C -1.3548 -1.8542 2.4076
16 C -2.7771 -1.3905 2.1000
17 C -1.2194 -1.9936 3.9350
18 C -1.2247 -3.2654 1.8138
19 H 1.3128 -2.5386 1.7473
20 H 1.7966 1.7168 1.7617
21 H 3.5086 -0.5363 3.9551
22 H 3.7718 1.0343 3.1967
23 H 5.0915 -0.1410 3.2617
24 H 3.6056 -2.6418 2.5492
25 H 5.0903 -2.1282 1.7571
26 H 3.6795 -2.5384 0.7804
27 H 3.8700 1.2016 0.5970
28 H 4.0630 -0.3088 -0.3052
29 H 5.3274 0.2158 0.8114
30 H -0.8417 1.3971 4.3700
31 H -2.3203 0.7033 3.7143
32 H -2.1701 2.4487 3.8664
33 H 0.4998 3.0409 3.0249
34 H -0.9446 3.8118 2.3720
35 H 0.2866 3.1670 1.2777
36 H -2.7363 0.9624 1.0379
37 H -1.6965 2.0925 0.1952
38 H -2.7639 2.6711 1.4778
39 H -3.0312 -0.4474 2.5766
40 H -3.4749 -2.1406 2.4812
41 H -2.9464 -1.2883 1.0295
42 H -1.3244 -1.0366 4.4470
43 H -0.2410 -2.4031 4.1900
44 H -1.9856 -2.6718 4.3214
45 H -1.2499 -3.2568 0.7262
46 H -2.0573 -3.8732 2.1776
47 H -0.3093 -3.7637 2.1309
48 C 0.8307 3.6937 -2.3706
49 C 0.7309 2.3764 -1.6686
50 O -0.1934 1.5615 -1.9727
51 O 1.5857 2.0571 -0.7949
52 H -0.1570 4.1205 -2.5339
53 H 1.2755 3.5185 -3.3531
54 H 1.4660 4.3742 -1.8112
55 O -0.0789 -2.4160 -1.1708
56 S 1.3360 -2.8673 -1.4217
57 N 2.3335 -1.8045 -1.2028
58 I 0.0712 -0.9228 -4.4539
59 C 1.9788 -0.1202 -4.2307
60 C 2.8421 -0.1352 -5.3202
61 C 4.1043 0.3995 -5.1441
62 C 4.4462 0.9303 -3.9093
63 C 3.5090 0.8958 -2.8950
64 N 2.2885 0.3689 -3.0454
65 H 2.5280 -0.5527 -6.2650
66 H 4.8138 0.4037 -5.9614
67 H 5.4193 1.3636 -3.7279
68 H 3.7189 1.3072 -1.9165
69 C -3.9431 -0.4176 -3.7924
70 C -4.2305 -0.4398 -2.2877
71 C -5.0065 0.8104 -1.8594
72 C -4.9793 -1.7111 -1.8882
73 C -2.9193 -0.4091 -1.5976
74 N -1.8950 -0.3726 -1.0897
75 H -4.8918 -0.4157 -4.3314
76 H -3.3801 -1.2993 -4.0990
77 H -3.3759 0.4699 -4.0708
78 H -5.9774 0.8061 -2.3563
79 H -4.4723 1.7173 -2.1397
80 H -5.1686 0.8226 -0.7819
81 H -5.9357 -1.7277 -2.4120
82 H -5.1708 -1.7347 -0.8153
83 H -4.4185 -2.6058 -2.1564

=====

[2]
Formula: C33H43BN13ORuS3
Source: the Open Molecules 2025 dataset
Level of theory: ωB97M-V with the def2-TZVPD basis set

Results
HOMO energy (alpha / beta): -6.42 / -6.61 eV
total charge: 0
<S²>: 0.807
2S+1: 2
Kohn-Sham gap (alpha / beta): 6.4 / 6.6 eV

CARTESIAN COORDINATES (ANGSTROEM)
1 Ru -0.8307 -0.8307 -0.4779
2 C 1.3977 -4.0251 4.2641
3 C 0.4834 -2.9577 3.6593
4 C -0.3970 -2.3640 4.7655
5 C -0.3720 -3.6156 2.5758
6 N 1.2853 -1.8680 3.0928
7 C 2.6418 -1.6987 3.2268
8 C 2.9540 -0.4792 2.7359
9 N 1.8077 0.1212 2.2948
10 B 1.7863 1.5901 1.8065
11 N 2.3562 1.7479 0.3818
12 C 2.9554 2.9099 -0.0186
13 C 3.4942 2.7133 -1.2428
14 N 3.2248 1.4223 -1.6166
15 C 2.5035 0.8547 -0.6139
16 S 1.9274 -0.7400 -0.5626
17 C 3.6747 0.7732 -2.8541
18 C 4.4372 1.7678 -3.7300
19 C 4.6047 -0.3894 -2.4954
20 C 2.4577 0.2787 -3.6340
21 N 0.3903 2.2218 1.9267
22 C -0.0434 2.6580 3.1446
23 C -1.1730 3.3791 2.9831
24 N -1.4760 3.4104 1.6438
25 C -0.5145 2.6574 1.0054
26 S -0.5215 2.2204 -0.6529
27 C -2.4304 4.3359 1.0234
28 C -1.6348 5.3369 0.1738
29 C -3.4319 3.5745 0.1535
30 C -3.2026 5.0986 2.1043
31 C 0.7989 -0.7455 2.5003
32 S -0.8242 -0.4319 2.1244
33 H 0.7767 -4.8357 4.6383
34 H 1.9775 -3.6279 5.0945
35 H 2.0727 -4.4304 3.5131
36 H -0.9715 -3.1503 5.2464
37 H -1.0889 -1.6355 4.3491
38 H 0.2214 -1.8719 5.5148
39 H -1.0299 -4.3491 3.0329
40 H 0.2637 -4.1098 1.8460
41 H -0.9877 -2.8823 2.0587
42 H 3.2861 -2.4415 3.6449
43 H 3.9030 0.0120 2.6667
44 H 2.5170 2.1985 2.5336
45 H 2.9589 3.7853 0.5979
46 H 4.0327 3.4000 -1.8568
47 H 5.3332 2.1382 -3.2362
48 H 3.8038 2.6041 -4.0161
49 H 4.7412 1.2527 -4.6377
50 H 5.4885 -0.0269 -1.9721
51 H 4.9175 -0.8913 -3.4070
52 H 4.0879 -1.1067 -1.8635
53 H 1.7632 1.0986 -3.8088
54 H 1.9417 -0.5097 -3.0938
55 H 2.7784 -0.1142 -4.5946
56 H 0.4918 2.4170 4.0408
57 H -1.7780 3.8503 3.7267
58 H -1.0688 4.8158 -0.5951
59 H -0.9370 5.8984 0.7940
60 H -2.3136 6.0347 -0.3076
61 H -2.9984 3.3659 -0.8170
62 H -4.3280 4.1688 0.0051
63 H -3.7103 2.6358 0.6287
64 H -2.5381 5.6960 2.7226
65 H -3.7762 4.4202 2.7330
66 H -3.9055 5.7716 1.6181
67 N -3.6747 -4.2694 -0.6652
68 C -4.7135 -3.3786 -0.5038
69 C -4.1478 -2.1498 -0.3403
70 N -2.7995 -2.2461 -0.3974
71 C -2.5136 -3.5402 -0.6035
72 C -1.1854 -3.9828 -0.7085
73 N -0.1541 -3.1248 -0.6478
74 C 0.9717 -3.8650 -0.7827
75 C 0.6529 -5.1824 -0.9185
76 N -0.7191 -5.2645 -0.8619
77 H -3.7666 -5.2456 -0.8830
78 H -5.7355 -3.6920 -0.5186
79 H -4.6213 -1.2014 -0.1767
80 H 1.9395 -3.4053 -0.7752
81 H 1.2656 -6.0470 -1.0543
82 H -1.2646 -6.1066 -0.9233
83 C -2.7066 1.1188 -2.2355
84 C -2.0295 0.9010 -0.9034
85 O -2.6376 0.6209 0.1206
86 H -3.5968 1.7299 -2.0768
87 H -3.0260 0.1453 -2.6137
88 H -2.0500 1.6050 -2.9545
89 N -0.5687 -1.1321 -2.6901
90 C -0.8148 -0.7554 -3.7645
91 C -1.0847 -0.3045 -5.0282
92 C -0.5578 0.9217 -5.4270
93 N -0.1205 1.9453 -5.7287
94 C -1.9356 -1.0140 -5.8723
95 N -2.6624 -1.5898 -6.5553

=====

[3]
Formula: C4H5NO
Source: the Open Molecules 2025 dataset
Level of theory: ωB97M-V with the def2-TZVPD basis set

Results
HOMO energy: -8.19 eV
total charge: 0
SMILES: [H]/N=C1\[C@H]2C[C@@]12O
Kohn-Sham gap: 8.8 eV

CARTESIAN COORDINATES (ANGSTROEM)
1 H 1.7478 -1.7013 0.6459
2 N 0.8537 -1.9898 0.2466
3 C 0.3968 -0.8721 -0.1925
4 C 0.7811 0.4923 -0.1479
5 C -0.4071 1.1885 -0.7335
6 C -0.7917 -0.0888 -0.0749
7 O -1.7290 -0.2098 0.8486
8 H 1.8143 0.7442 -0.0187
9 H -0.8568 2.0368 -0.2055
10 H -0.3744 1.3262 -1.8094
11 H -1.4347 -0.9263 1.4413